1.
# C26H56NO16P

A 9-piece molecular cluster, C26H56NO16P overall in a non-equilibrium geometry (ωB97M-V/def2-TZVPD, the Open Molecules 2025 dataset).

Structure (XYZ):
```
100
Properties=species:S:1:pos:R:3:forces:R:3
N -1.3804 0.1872 -0.6831 -3.42 -0.35 1.22
H -1.4262 0.8195 -1.3540 1.53 3.06 -5.88
H -1.4544 1.0047 -0.1137 -1.50 1.07 2.95
H -0.5582 0.0125 -0.2899 5.92 -1.62 1.11
H -2.0653 -0.4885 -0.8164 -1.66 -1.32 0.82
P 1.0390 2.1160 -0.4542 -1.47 -1.35 4.31
O -0.1526 2.7677 -0.9984 -5.56 1.40 -4.30
O 0.5270 1.5254 0.9042 -0.59 -1.36 1.20
O 2.1755 2.9715 -0.2717 5.41 4.04 0.98
O 1.3654 1.0647 -1.3467 2.26 -8.07 -5.88
O -1.9570 -1.5359 -3.2603 -0.26 -0.63 -0.47
C -1.1227 -2.3647 -3.4304 2.15 -1.74 0.97
O -1.3359 -3.7096 -3.9124 2.07 2.74 0.28
C -2.5747 -3.9831 -4.3906 -3.12 -0.05 -2.45
C -2.6275 -5.5109 -4.6297 -4.17 -0.43 1.37
C 0.3998 -2.2720 -3.1394 0.76 -0.08 3.95
H -2.9225 -3.4655 -5.4819 1.35 -0.91 2.81
H -3.2674 -3.5687 -3.6225 -0.29 -0.74 -0.80
H -2.3967 -6.0928 -3.6740 -0.83 0.79 -1.03
H -1.9269 -5.8822 -5.2987 1.45 -0.11 -1.56
H -3.7525 -5.8226 -5.1353 3.12 0.79 1.77
H 0.9023 -2.9876 -2.2443 -1.62 0.30 -3.29
H 0.7478 -1.4634 -2.4344 -1.28 0.83 -1.45
H 0.8878 -2.1522 -4.0945 0.65 -0.54 0.02
O -1.4030 5.1580 2.2977 -0.34 2.22 1.36
C -0.3605 5.3376 1.7186 0.80 -4.60 -3.73
O 0.5913 6.2221 1.9577 -0.17 2.11 1.08
C 0.2358 7.2954 2.8208 -0.09 0.02 1.29
C 1.3153 8.3792 2.5917 0.20 -2.34 3.24
C 0.1214 4.3380 0.6415 3.79 4.30 0.63
H 0.2841 6.9035 3.9447 -0.37 0.95 -2.20
H -0.8353 7.6951 2.5891 1.82 -0.79 0.46
H 1.4602 8.6006 1.6102 -0.14 0.93 -2.88
H 2.3261 8.0406 2.9372 -0.89 -0.03 -0.04
H 1.0295 9.1829 3.2213 -0.08 1.31 0.26
H 0.4474 4.7212 -0.4689 -1.60 -0.15 2.76
H -0.3642 3.3943 0.5458 -0.39 0.98 0.66
H 1.3254 4.1177 0.8315 -2.87 0.17 0.00
O -2.5000 -0.8636 3.8320 -1.50 -0.65 0.29
C -1.3837 -1.2665 3.8974 2.57 2.64 -0.90
O -0.9376 -2.2115 4.7259 2.15 -1.38 -0.78
C -1.8128 -2.9556 5.5159 -2.66 -0.03 -1.35
C -1.1312 -3.9877 6.3998 -0.92 -2.63 -0.28
C -0.2215 -0.5148 3.0860 -8.70 2.37 0.27
H -2.7717 -3.3166 4.7557 2.64 0.60 2.51
H -2.1506 -2.1581 6.1539 -1.31 -0.20 0.75
H -0.3661 -3.6965 7.0557 1.40 1.47 0.34
H -0.7417 -4.9588 5.9981 -0.29 1.05 -0.66
H -1.8051 -4.4017 7.1648 -0.71 0.42 -0.41
H -0.4322 -0.8526 2.0953 0.14 0.59 -0.94
H 0.6577 -0.7137 3.3656 6.87 -1.91 2.19
H -0.4113 0.6298 3.2688 0.26 -2.26 -1.05
O -0.4003 2.0518 -6.5204 1.00 0.02 0.57
C 0.2569 1.8587 -5.5008 -2.97 -0.04 0.65
O 1.5363 1.6164 -5.5694 2.02 0.11 -1.79
C 2.3877 1.3226 -4.4693 -4.29 -4.17 3.46
C 3.6634 0.7506 -4.8336 1.52 3.23 0.50
C -0.3945 1.7304 -4.1179 9.91 0.05 -2.56
H 1.9231 0.3733 -3.9085 0.17 2.08 -0.77
H 2.2572 2.0617 -3.6963 0.82 0.47 0.25
H 4.2261 1.5520 -5.1874 1.68 1.61 -0.92
H 3.7333 0.0961 -5.5776 -0.93 -2.90 -3.45
H 4.3111 0.3113 -4.1408 0.14 -0.40 2.20
H -0.1371 0.7844 -3.8191 0.70 -2.28 1.38
H -1.2907 1.8308 -4.1267 -10.95 1.20 -0.76
H -0.0214 2.4272 -3.4412 1.11 1.02 1.62
O 3.0429 -3.2350 1.7750 -0.94 -1.92 1.69
C 3.3593 -2.2974 1.1363 -0.39 3.07 -3.56
O 4.6425 -2.0491 0.8138 0.80 -0.37 -0.62
C 5.6628 -2.8432 1.4584 -2.44 0.39 2.46
C 6.9517 -2.2610 1.1040 -0.64 0.51 -4.93
C 2.4408 -1.1795 0.4678 2.97 1.25 -1.12
H 5.5659 -3.9703 1.3078 0.05 1.58 -0.14
H 5.4043 -2.6001 2.5326 0.73 -1.00 -0.62
H 7.3613 -1.3864 1.4889 -1.09 2.81 0.63
H 7.0480 -2.2112 -0.0743 0.03 -0.12 2.33
H 7.7260 -2.7554 1.4886 3.05 -3.63 0.99
H 2.9004 -0.1111 0.7439 -0.91 -2.26 -1.17
H 1.5934 -1.1788 1.0327 -2.67 -0.04 1.36
H 2.1036 -1.1727 -0.6902 1.42 -0.05 2.70
C -1.2000 -3.9585 1.4449 3.35 0.25 1.08
C -2.1505 -3.3727 0.4457 -3.01 1.51 0.14
O -2.7325 -2.2583 0.5098 2.50 -3.12 0.02
C -2.6085 -4.3440 -0.6701 -6.63 -1.07 5.97
H -0.8000 -4.9547 1.1029 -0.14 1.15 -0.28
H -1.7424 -4.3394 2.3538 0.36 1.23 -0.45
H -0.1640 -3.2391 1.6975 -3.37 -2.01 -0.46
H -3.5271 -3.8936 -1.0512 0.46 -0.02 -0.61
H -2.9838 -5.4784 -0.3130 1.35 2.99 -0.46
H -1.8654 -4.4475 -1.2484 5.30 -0.95 -5.03
C -2.4735 2.7323 1.9205 -1.56 -0.63 -4.00
C -3.6960 2.6328 0.9131 -1.53 -6.62 1.97
O -4.2288 1.4233 0.5943 2.85 6.27 0.84
C -4.4254 3.8671 0.6452 -0.02 2.93 -3.54
H -2.5300 1.8203 2.4663 0.29 -0.93 0.34
H -2.7164 3.5850 2.5970 1.21 -0.53 -1.06
H -1.5730 2.6388 1.0560 -1.67 0.79 3.17
H -4.8853 4.3460 1.5420 0.33 -0.65 -0.63
H -5.1440 3.7487 -0.2464 0.53 -0.09 1.72
H -3.6966 4.6882 0.1827 -1.05 -1.65 1.36
```
Forces are in eV/Å.

HOMO-LUMO gap = 3.497 eV
largest force on an atom = 11.0 eV/A
energy above the lowest of the compared OMol25 structures with the same formula, charge and spin = 63.4 kcal per mole
charge = -2
highest occupied orbital energy = 0.2231 eV
E_LUMO = 0.1367 Ha
E = -71396.03131 eV

***

2.
# C26H57F3N9O9

A 8-piece molecular cluster, C26H57F3N9O9 overall in a non-equilibrium geometry (ωB97M-V/def2-TZVPD, the Open Molecules 2025 dataset).

Structure (XYZ):
```
104
Properties=species:S:1:pos:R:3:forces:R:3
C 1.0609 3.5066 -0.7024 -0.29 -0.31 0.13
N -0.2085 3.6411 0.0342 0.21 -0.07 -0.63
C -1.3050 2.9010 -0.5929 0.37 0.32 0.80
N -2.5135 3.7213 -0.6764 -0.27 -0.22 -0.66
C -3.7404 2.9234 -0.8300 0.11 -0.42 0.13
C -3.8100 1.9898 -2.0567 -0.63 -0.32 -1.11
O -4.7817 2.2021 -2.8314 0.58 -0.26 0.51
O -2.9272 1.0928 -2.1654 -0.18 0.38 0.19
C -2.4108 4.8119 -1.5520 0.25 0.09 0.49
F -3.4451 4.9487 -2.3795 -0.27 0.04 -0.14
F -1.2970 4.7998 -2.3163 0.16 -0.07 -0.16
F -2.3349 5.9943 -0.8693 -0.02 0.22 0.07
H 1.6959 4.3552 -0.5193 0.36 0.14 0.24
H 0.8960 3.4936 -1.7721 -0.35 0.10 -0.31
H 1.5671 2.5713 -0.4657 0.11 0.24 0.11
H -0.0403 3.2334 0.9397 -0.13 0.06 0.31
H -1.0144 2.5006 -1.5502 0.11 0.02 -0.42
H -1.5548 2.0397 0.0063 -0.36 -0.28 0.17
H -4.6214 3.5391 -0.8358 -0.15 0.51 -0.05
H -3.8104 2.3010 0.0547 0.12 -0.19 0.29
C 2.2887 6.9989 -0.6120 -0.28 -0.24 0.07
O 3.0573 6.0707 -0.7695 0.33 0.29 -0.04
N 2.5174 8.2624 -1.0173 0.00 0.22 0.01
C 1.5533 9.3222 -0.8025 0.21 -0.03 -0.10
C 3.7680 8.5601 -1.6920 -0.07 -0.17 0.05
H 1.3118 6.8728 -0.1143 -0.02 -0.02 -0.04
H 1.2388 9.7459 -1.7585 -0.07 0.04 0.03
H 1.9932 10.1152 -0.1927 -0.07 0.04 0.00
H 0.6782 8.9287 -0.2910 -0.01 -0.05 -0.01
H 3.8586 7.9576 -2.5963 0.06 0.02 -0.01
H 4.6111 8.3226 -1.0420 0.04 0.01 -0.04
H 3.7972 9.6146 -1.9541 -0.04 0.03 0.01
C 3.1939 0.9726 -1.7532 0.01 0.15 0.09
O 2.8342 0.9149 -0.5955 0.23 -0.29 0.07
N 3.1591 -0.0689 -2.6035 0.10 -0.13 -0.25
C 3.6070 0.0323 -3.9758 -0.13 -0.17 0.15
C 2.6395 -1.3318 -2.1073 -0.04 0.14 0.11
H 3.5766 1.9022 -2.2087 0.00 -0.01 -0.02
H 2.7861 -0.1973 -4.6583 0.04 0.03 -0.07
H 4.4249 -0.6687 -4.1590 0.01 0.03 -0.08
H 3.9576 1.0420 -4.1775 -0.01 0.04 0.03
H 1.6093 -1.1988 -1.7746 0.00 -0.08 0.02
H 3.2328 -1.6661 -1.2550 -0.04 -0.07 0.00
H 2.6737 -2.0821 -2.8931 0.04 0.03 -0.07
C -4.2209 -3.9094 -4.4464 0.00 -0.14 -0.15
O -4.3379 -4.6944 -3.5165 0.00 0.02 0.02
N -3.9106 -2.6164 -4.3435 0.05 0.12 -0.04
C -3.7808 -1.7666 -5.5117 -0.04 0.03 0.13
C -3.6959 -2.0087 -3.0346 0.01 -0.11 -0.09
H -4.3678 -4.2308 -5.4931 0.00 -0.01 0.00
H -2.7742 -1.3489 -5.5584 -0.02 0.05 -0.04
H -4.4955 -0.9448 -5.4562 0.05 0.06 -0.03
H -3.9686 -2.3439 -6.4159 -0.01 -0.04 0.01
H -2.8790 -2.5129 -2.5160 -0.01 0.01 0.02
H -4.5986 -2.1023 -2.4322 0.00 0.05 0.05
H -3.4541 -0.9560 -3.1609 0.00 0.14 0.16
C 4.1607 -6.1737 -0.1564 0.12 -0.06 0.02
O 4.4387 -6.6453 -1.2441 0.00 -0.02 -0.07
N 3.0558 -5.4656 0.1148 -0.12 0.10 0.18
C 2.7799 -4.9245 1.4347 -0.19 0.07 -0.26
C 2.0953 -5.2251 -0.9497 0.21 -0.08 -0.03
H 4.8194 -6.2951 0.7214 -0.01 0.01 0.02
H 1.8415 -5.3322 1.8106 0.03 0.02 0.10
H 2.7011 -3.8366 1.3723 0.02 0.01 0.11
H 3.5819 -5.1827 2.1234 0.04 -0.04 -0.04
H 1.7232 -6.1713 -1.3420 -0.03 0.03 -0.04
H 2.5805 -4.6833 -1.7626 -0.08 -0.01 -0.06
H 1.2658 -4.6398 -0.5636 -0.01 0.01 0.04
C 1.8294 3.7349 4.2767 -0.05 -0.07 0.11
O 1.4175 2.7791 3.6542 -0.04 -0.06 -0.07
N 2.2113 4.9037 3.7305 0.09 0.26 0.04
C 2.6888 6.0053 4.5351 -0.04 -0.07 -0.23
C 2.1381 5.0601 2.2822 -0.11 -0.30 0.18
H 1.9249 3.7229 5.3783 0.02 0.03 0.00
H 2.0483 6.8799 4.3968 0.04 0.05 0.06
H 3.7097 6.2690 4.2474 0.01 0.06 0.06
H 2.6815 5.7294 5.5879 -0.01 -0.03 0.02
H 1.1103 4.9147 1.9477 0.03 0.04 -0.12
H 2.7644 4.3101 1.8011 -0.02 0.05 -0.13
H 2.4767 6.0517 1.9982 0.07 0.02 0.08
C 0.7749 -7.0916 4.1614 0.00 -0.08 -0.04
O 0.4954 -6.8593 3.0012 0.00 -0.01 -0.07
N 0.4896 -6.2757 5.1900 0.02 0.06 0.19
C 0.8467 -6.6022 6.5546 -0.11 0.17 -0.12
C -0.2030 -5.0228 4.9156 0.03 -0.13 -0.14
H 1.2985 -8.0135 4.4692 -0.01 0.00 0.02
H -0.0494 -6.6555 7.1761 0.04 -0.02 0.06
H 1.5129 -5.8394 6.9629 0.01 -0.04 0.07
H 1.3537 -7.5642 6.5867 0.01 -0.02 -0.03
H -1.1657 -5.2199 4.4468 -0.05 0.06 -0.02
H 0.3860 -4.4099 4.2337 -0.03 0.05 0.00
H -0.3581 -4.4823 5.8448 0.02 -0.02 0.05
C -4.7643 -3.6776 1.7539 -0.06 0.10 0.04
O -4.3070 -3.6988 2.8841 0.04 -0.04 0.09
N -4.5909 -4.6487 0.8458 -0.12 -0.04 -0.18
C -5.1606 -4.5918 -0.4929 0.18 -0.15 0.28
C -3.7994 -5.8058 1.2172 0.00 0.12 0.12
H -5.3745 -2.8387 1.3813 0.01 0.01 -0.02
H -5.8317 -5.4409 -0.6414 -0.03 0.04 -0.09
H -4.3751 -4.6300 -1.2417 -0.07 0.02 -0.14
H -5.7237 -3.6707 -0.6227 0.01 0.05 0.05
H -4.2462 -6.3063 2.0785 0.06 -0.03 0.00
H -2.7896 -5.4984 1.4902 0.04 -0.07 0.03
H -3.7521 -6.4955 0.3792 -0.02 0.01 -0.05
```
Forces are in eV/Å.

HOMO-LUMO gap = 6.633 eV
largest force on an atom = 1.3 eV/A
charge = -1
highest occupied orbital energy = -4.6112 eV
E_LUMO = 0.0743 Ha
E = -67879.57020 eV

***

3.
# C26H57IN2O5P2SSi

A 2-piece molecular cluster, C26H57IN2O5P2SSi overall in a non-equilibrium geometry (ωB97M-V/def2-TZVPD, the Open Molecules 2025 dataset).

Structure (XYZ):
```
95
Properties=species:S:1:pos:R:3:forces:R:3
C 3.8344 4.7317 -0.3761 -0.74 -0.83 0.72
C 3.2958 3.6287 0.5801 1.04 0.85 -0.54
C 4.4505 3.0258 1.4148 -1.23 -1.01 0.18
C 4.6584 1.5199 1.1289 0.70 0.66 -0.19
C 5.8906 1.1884 0.2454 -1.24 -0.79 0.31
C 5.4886 0.7350 -1.1716 0.78 0.37 -0.10
C 6.2458 -0.5017 -1.7014 -0.51 0.69 -0.50
C 5.4396 -1.7979 -1.7730 0.84 -0.25 0.45
C 5.1738 -2.4794 -0.4198 -0.58 0.99 -0.47
C 3.9958 -1.8474 0.3644 0.39 -1.05 0.09
C 3.0428 -2.9180 0.9101 -0.32 0.62 -0.23
C 1.9474 -2.4194 1.8971 0.71 -0.38 -0.61
C 1.5757 -0.9527 1.7541 -0.40 -0.02 0.41
C 0.2856 -0.5268 2.4976 0.66 -0.08 -0.11
C -0.9177 -1.4855 2.5600 0.69 0.55 -0.56
C -1.5605 -2.1445 1.3032 -1.25 0.18 1.42
P -2.0229 -3.9287 1.9058 0.01 -1.14 -1.22
O -0.5697 -4.5999 2.2573 -0.27 0.54 0.54
I -3.1324 -3.6341 4.1083 0.26 0.16 -0.02
O -0.7760 -2.2721 0.1471 0.85 -0.26 -0.03
C -1.1629 -1.4567 -0.9240 -1.46 0.12 1.11
P -0.3758 0.2026 -1.2238 1.20 0.66 -1.67
S 1.1965 -0.0133 -2.3478 0.23 -0.22 0.27
N -2.6759 -1.3362 -0.6945 0.56 0.36 -0.93
C -2.9595 -1.5813 0.7707 -1.10 -0.85 0.00
C -4.1410 -2.6119 0.6419 -0.63 0.48 -0.85
N -5.2362 -1.9793 -0.1341 0.46 -0.08 0.43
C -3.5676 -0.4326 1.5601 0.37 0.80 0.15
C -2.9401 0.9224 1.3279 0.54 -0.33 0.20
O -3.2646 1.3638 0.0340 -0.62 0.66 0.29
Si -4.7687 2.1780 -0.0757 -0.52 0.08 -1.74
C -4.5164 3.9154 -0.7754 0.21 -1.02 0.94
C -5.8094 1.2387 -1.3294 0.17 -0.08 0.24
C -5.7523 2.2404 1.5276 0.65 0.40 -0.23
H 4.1828 4.2301 -1.2697 0.19 0.20 -0.35
H 4.6605 5.2443 0.0985 0.08 0.38 -0.04
H 3.0214 5.4103 -0.6078 0.12 0.30 -0.32
H 2.5298 4.0329 1.2354 -0.09 0.12 0.08
H 2.8211 2.8920 -0.0646 -0.10 -0.30 0.21
H 5.3755 3.5826 1.3199 0.15 0.13 -0.18
H 4.1477 3.0998 2.4569 0.13 0.16 0.23
H 3.7813 1.1561 0.6076 -0.27 -0.22 0.15
H 4.7342 0.9913 2.0745 0.02 -0.16 0.14
H 6.3895 0.3420 0.7116 0.39 0.05 0.13
H 6.5535 2.0466 0.2332 0.31 -0.03 -0.09
H 5.6918 1.5779 -1.8294 -0.07 0.04 -0.28
H 4.4275 0.5520 -1.2536 -0.40 -0.01 0.13
H 6.5315 -0.2662 -2.7250 0.20 -0.06 -0.17
H 7.1776 -0.6056 -1.1475 0.08 -0.31 0.11
H 6.0467 -2.4919 -2.3542 0.02 -0.13 -0.17
H 4.5253 -1.6492 -2.3425 -0.25 0.11 0.03
H 6.0828 -2.3500 0.1610 0.19 -0.56 0.17
H 4.9599 -3.5211 -0.6411 0.12 -0.28 0.33
H 4.3975 -1.2741 1.1948 -0.08 0.40 0.01
H 3.4516 -1.2264 -0.3295 -0.26 0.53 0.05
H 3.6281 -3.7112 1.3693 -0.01 -0.16 0.12
H 2.5332 -3.3475 0.0483 0.02 -0.21 -0.15
H 2.3285 -2.6339 2.8948 -0.26 0.19 0.34
H 1.0892 -3.0534 1.7205 -0.18 -0.08 0.20
H 1.5376 -0.6258 0.7220 -0.05 -0.26 -0.40
H 2.3771 -0.3723 2.1983 0.19 0.30 -0.02
H 0.0412 0.4820 2.1793 -0.30 0.13 -0.21
H 0.5946 -0.3926 3.5335 -0.21 -0.06 0.28
H -1.6950 -0.9952 3.1309 -0.17 0.09 0.03
H -0.5798 -2.2826 3.2125 0.10 -0.26 -0.01
H -0.5647 -5.0278 3.1265 0.16 0.02 -0.18
H -1.0514 -2.0615 -1.8160 0.39 0.42 -0.44
H -1.3789 0.9078 -1.9181 -0.34 -0.13 0.47
H -0.0387 0.9043 -0.0497 -0.65 -0.39 0.28
H -3.1449 -0.5252 -1.1471 0.58 0.46 0.25
H -3.0161 -2.0874 -1.2950 -0.38 -0.18 0.37
H -3.8495 -3.4788 0.0636 0.38 -0.43 0.37
H -4.5488 -2.8870 1.6047 0.28 -0.25 0.25
H -5.3305 -2.4190 -1.0378 -0.23 -0.02 -0.04
H -6.1011 -2.0988 0.3699 -0.21 0.12 -0.19
H -4.6223 -0.2998 1.3526 -0.15 -0.37 -0.32
H -3.5151 -0.6540 2.6210 0.10 -0.38 0.16
H -1.8599 0.8420 1.4365 0.21 0.14 -0.17
H -3.2585 1.6227 2.0983 -0.11 0.06 0.13
H -4.5787 4.6223 0.0484 0.10 0.39 -0.16
H -3.5471 3.9397 -1.2616 0.14 0.20 -0.11
H -5.2839 4.0909 -1.5142 -0.22 0.21 -0.14
H -5.8316 1.7617 -2.2747 0.06 0.26 -0.28
H -6.8397 1.1194 -0.9873 -0.01 -0.06 0.05
H -5.3999 0.2577 -1.5495 -0.02 -0.19 0.06
H -5.2317 2.8706 2.2476 -0.03 -0.18 0.37
H -6.6646 2.7798 1.2878 -0.21 0.04 -0.18
H -6.0381 1.2815 1.9436 0.06 -0.12 0.21
C -3.2407 0.3714 -5.7524 0.02 -0.31 0.01
C -3.0219 0.7468 -4.2827 -0.07 0.36 -0.43
O -2.7232 -0.2024 -3.4970 0.02 -0.57 1.09
O -3.1453 1.9479 -3.9959 0.01 -0.13 0.42
H -3.1077 -0.6978 -5.9152 0.01 0.01 0.03
H -4.2509 0.6491 -6.0558 0.04 0.11 -0.01
H -2.5303 0.9115 -6.3780 -0.06 0.09 0.01
```
Forces are in eV/Å.

HOMO-LUMO gap = 6.599 eV
largest force on an atom = 2.2 eV/A
highest occupied orbital energy = -7.5697 eV
E_LUMO = -0.0357 Ha
E = -86495.41198 eV